Entry 1:
Entry from OMol25: 2 unconnected molecules or ions with the total composition C2H7NO3 at a distorted geometry (wB97M-V/def2-TZVPD).

The geometry in ORCA input format:
```
! wB97M-V def2-TZVPD RIJCOSX def2/J DEFGRID3
* xyz 1 2
O -0.43444 -0.72813 1.31586
C -1.12001 0.23222 1.07194
N -0.65312 1.20142 0.18952
C 0.67634 1.18497 -0.67165
O 0.47438 0.86352 -2.01825
H -2.19545 0.23479 1.53109
H -1.26016 2.03581 -0.01056
H 1.14666 2.19446 -0.38856
H 1.30322 0.51427 -0.11414
H 0.00440 -0.10368 -2.04749
H 0.39324 -1.88342 0.08753
H 0.77618 -2.99757 0.96079
O 0.88874 -2.74867 0.09393
*
```

Kohn-Sham gap (alpha / beta) in eV: 10.1 / 4.6
HOMO (alpha / beta) in eV: -14.944 / -14.837
ΔE to the lowest compared entry with this formula, charge and spin in eV: 2.808

---

Entry 2:
Entry from OMol25: 7 unconnected molecules or ions with the total composition C19H27N6O7 at a distorted geometry (wB97M-V/def2-TZVPD).

The geometry in ORCA input format:
```
! wB97M-V def2-TZVPD RIJCOSX def2/J DEFGRID3
* xyz -1 1
O 8.02724 -14.15616 -3.19370
C 8.51510 -15.52303 -3.14807
O 7.77688 -16.40861 -2.72101
O 9.76580 -15.56649 -3.45187
H 8.95765 -13.86645 -3.35067
C 4.94535 -13.25866 -5.04101
N 5.93878 -13.70928 -6.06756
O 5.47664 -14.26657 -7.04016
O 7.12714 -13.54657 -5.90016
H 4.37392 -12.46629 -5.51175
H 5.53366 -12.94941 -4.19178
H 4.36316 -14.14973 -4.85748
C 7.91282 -10.84793 -3.04525
N 8.71555 -11.59472 -2.06215
O 8.18999 -11.86019 -1.00541
O 9.89713 -11.71627 -2.28010
H 8.36625 -10.97923 -4.02192
H 7.89871 -9.80804 -2.72426
H 6.87614 -11.16820 -3.03843
N 8.86945 -15.57637 -6.94414
C 9.42947 -16.72937 -6.49986
C 9.91263 -17.39334 -7.61383
C 9.62617 -16.59517 -8.75090
C 8.90446 -15.50721 -8.30546
H 8.41046 -14.88178 -6.36226
H 9.40832 -16.95036 -5.44649
H 10.42313 -18.34265 -7.58926
H 9.84910 -16.86704 -9.77183
H 8.47059 -14.71164 -8.88272
N 11.04581 -13.48392 -5.33728
C 11.51599 -13.80626 -6.57536
C 11.96996 -12.65418 -7.15777
C 11.87445 -11.62128 -6.20190
C 11.32051 -12.16912 -5.07497
H 10.70483 -14.11159 -4.60622
H 11.36812 -14.79825 -6.96775
H 12.30735 -12.56972 -8.17780
H 12.20025 -10.59543 -6.26711
H 11.05283 -11.74530 -4.12474
N 8.57927 -16.42419 2.41280
C 9.04773 -15.36249 1.68810
C 8.28353 -15.26351 0.54799
C 7.43878 -16.39146 0.53619
C 7.59116 -17.08291 1.71684
H 8.90157 -16.63308 3.33853
H 9.91344 -14.81693 2.01948
H 8.29180 -14.50990 -0.21854
H 6.78472 -16.66030 -0.27790
H 7.05451 -17.91036 2.13927
N 4.58256 -13.57378 -1.55636
C 4.56638 -14.77165 -2.19796
C 3.29767 -14.98148 -2.68684
C 2.54352 -13.80616 -2.39972
C 3.37390 -12.94936 -1.72552
H 5.42782 -13.27142 -1.10227
H 5.37328 -15.48628 -2.11614
H 2.99168 -15.82936 -3.27795
H 1.54788 -13.55838 -2.73415
H 3.20002 -11.96061 -1.33596
*
```

Kohn-Sham gap in eV: 7.3
HOMO in eV: -5.071

---

Entry 3:
Entry from OMol25: 2 unconnected molecules or ions with the total composition CH3NO2 at a distorted geometry (wB97M-V/def2-TZVPD).

The geometry in ORCA input format:
```
! wB97M-V def2-TZVPD RIJCOSX def2/J DEFGRID3
* xyz 0 1
C 0.32738 -0.76307 0.18959
N -0.61217 2.16505 0.08946
O -0.61572 1.44175 -0.80447
O 0.30274 -0.03611 1.27194
H 1.17731 -1.07845 -0.30491
H -0.23330 -0.10826 -0.56098
H -0.34624 -1.62091 0.11936
*
```

Kohn-Sham gap (alpha / beta) in eV: 7.2 / 7.2
HOMO (alpha / beta) in eV: -8.856 / -8.855
ΔE to the lowest compared entry with this formula, charge and spin in eV: 7.022

---

Entry 4:
Entry from OMol25: C5H8O2 in the gas phase (wB97M-V/def2-TZVPD).

The geometry in ORCA input format:
```
! wB97M-V def2-TZVPD RIJCOSX def2/J DEFGRID3
* xyz 0 1
C -1.81916 -0.14346 1.01334
C -0.41437 -0.67767 1.10739
O 0.09226 -1.42426 0.00800
C 0.71503 -0.18271 0.31431
C 2.25977 0.07271 -2.22705
O 1.83010 1.04015 -1.46714
C 0.59365 0.91789 -0.70658
H -1.98101 0.62654 1.77552
H -2.03043 0.28626 0.03043
H -2.53827 -0.94944 1.19118
H -0.16140 -1.11634 2.07486
H 1.71718 -0.27174 0.73890
H 1.50138 -0.75666 -2.14321
H -0.22340 0.71959 -1.40533
H 0.45229 1.89561 -0.23845
*
```

Kohn-Sham gap in eV: 9.3
HOMO in eV: -8.552
ΔE to the lowest compared entry with this formula, charge and spin in eV: 4.687

---

Entry 5:
Entry from OMol25: a molecular structure, C2H4ClO2P at a distorted geometry (wB97M-V/def2-TZVPD).

The geometry in ORCA input format:
```
! wB97M-V def2-TZVPD RIJCOSX def2/J DEFGRID3
* xyz 0 1
C -0.59597 -1.58111 -0.19473
C -0.89057 -0.77384 0.75213
O 1.18429 0.72447 -0.93570
O 0.51504 0.28841 1.38591
P 1.26334 1.34557 0.59481
Cl -0.18243 2.86342 0.28434
H -1.39979 -2.09691 -0.73189
H 0.34259 -1.41604 -0.90349
H -1.75153 -0.65971 1.46824
H 1.51505 1.30574 -1.71960
*
```

Kohn-Sham gap in eV: 9.0
HOMO in eV: -9.021
ΔE to the lowest compared entry with this formula, charge and spin in eV: 1.718

---

Entry 6:
Entry from OMol25: a molecular structure, C27H19FN2O3SV (wB97M-V/def2-TZVPD).

The geometry in ORCA input format:
```
! wB97M-V def2-TZVPD RIJCOSX def2/J DEFGRID3
* xyz 1 3
V -0.62091 -0.97980 -2.05375
C 2.47929 4.81588 0.99711
C 1.65778 3.98955 1.97254
C 0.74945 4.86634 2.82044
C 0.03771 4.02415 3.86487
C -0.68192 2.87652 3.21090
C -1.76364 2.28679 3.82209
C -2.44175 1.23824 3.20512
F -3.48392 0.69582 3.83787
C -2.08067 0.77042 1.97495
C -0.98587 1.35960 1.32885
C -0.60650 0.88508 0.01619
O -1.29867 -0.08223 -0.49000
C 0.48797 1.51337 -0.60336
C 1.15079 2.51302 0.08762
N 0.82153 2.95721 1.28859
C -0.27538 2.40267 1.94814
C 1.04191 1.24154 -1.99396
O 2.07249 1.77542 -2.32065
O 0.34102 0.44729 -2.77911
H 2.96567 5.61092 1.55943
H 1.84360 5.27741 0.23985
H 3.26657 4.24716 0.50563
H 2.33097 3.44100 2.63872
H 0.02906 5.37394 2.17282
H 1.35758 5.63174 3.30016
H -0.67202 4.62182 4.43591
H 0.77067 3.63662 4.57886
H -2.10726 2.63726 4.78696
H -2.62574 -0.02955 1.49703
H 2.00143 2.95820 -0.40493
S 0.00475 -5.37723 -1.86672
C 1.21912 -4.73972 -0.79298
C 2.16242 -5.41994 -0.03158
C 3.02441 -4.67305 0.74641
C 2.95383 -3.27584 0.76904
C 2.01780 -2.60025 0.01410
C 1.14329 -3.34561 -0.77135
N 0.14272 -2.84223 -1.58838
C -0.52959 -3.78290 -2.21731
C -1.62320 -3.42298 -3.11970
C -2.34959 -4.37016 -3.83445
C -3.36522 -3.95091 -4.67741
C -3.65433 -2.59962 -4.80541
C -2.92886 -1.65303 -4.08557
C -1.90727 -2.04661 -3.23466
H 2.22039 -6.49944 -0.05013
H 3.76942 -5.17684 1.34634
H 3.64776 -2.72069 1.38497
H 1.96209 -1.51763 0.01887
H -2.12612 -5.42699 -3.74094
H -3.93247 -4.68033 -5.23918
H -4.44677 -2.27941 -5.46904
H -3.16583 -0.60197 -4.19980
*
```

Kohn-Sham gap (alpha / beta) in eV: 7.9 / 8.0
HOMO (alpha / beta) in eV: -11.305 / -11.435

---

Entry 7:
Entry from OMol25: a molecular structure, C25H48AlCl3N4O4Si at a distorted geometry (wB97M-V/def2-TZVPD).

The geometry in ORCA input format:
```
! wB97M-V def2-TZVPD RIJCOSX def2/J DEFGRID3
* xyz 0 1
C -3.69213 5.04457 -2.28314
C -2.88183 5.69361 -3.35042
H -3.64086 5.61654 -1.34801
H -3.30972 4.03483 -2.09245
H -4.74213 4.97584 -2.61302
C -2.99692 7.00494 -3.65165
C -3.62330 8.05671 -2.80667
H -2.66474 7.38972 -4.61869
H -3.31217 8.01963 -1.75361
H -4.71877 8.01052 -2.84233
H -3.31969 9.03716 -3.19224
Al -0.54632 1.49267 -1.54104
Cl -2.19424 0.96142 -2.74358
Cl 1.39616 3.39316 -2.15452
C 1.43542 0.39013 -3.29534
O 0.96655 0.66303 -2.13343
N 2.73179 0.32012 -3.53627
C 3.72504 0.49777 -2.47112
C 3.20095 0.31373 -4.91696
H 0.73167 0.21242 -4.10795
H 3.60878 -0.24879 -1.67810
H 3.66302 1.50296 -2.03870
H 4.70929 0.36595 -2.92244
H 2.66335 -0.44461 -5.48975
H 4.26660 0.09136 -4.91993
H 3.04044 1.28984 -5.39137
H -2.10917 2.59258 3.56734
H -0.80542 5.21370 1.30105
C -1.03788 2.81712 3.49900
C -0.19658 4.64460 2.00783
N -0.68499 3.27728 2.15995
H -0.49175 1.90121 3.74999
C -0.96318 2.47129 1.15032
O -0.55949 2.64421 -0.06063
H 0.84185 4.67379 1.67134
H -1.56489 1.59489 1.42518
H -0.76848 3.59535 4.20876
H -0.26964 5.09430 2.99743
O -1.76529 3.53255 -3.59599
C -1.97808 4.71155 -4.19101
C -0.33365 6.77909 -4.59639
C -0.83637 5.53479 -4.99783
H -0.57571 7.17189 -3.60689
C 0.46149 7.57336 -5.45015
H -2.63657 4.42076 -5.04274
C -0.47647 5.07083 -6.26258
H 0.83939 8.54792 -5.11528
C 0.75774 7.12029 -6.74151
C 0.29699 5.85570 -7.13574
H -0.82871 4.07791 -6.54487
H 1.36017 7.73198 -7.42374
H 0.54285 5.47254 -8.12855
Si 2.50075 5.65987 -2.10491
Cl 0.68504 6.34279 -1.44814
C 3.10001 7.37930 -2.60111
C 2.81317 5.04058 -3.92803
C 3.22735 5.00688 -0.50245
H 2.51325 7.72899 -3.46495
H 4.16984 7.31332 -2.84709
H 2.87951 8.06307 -1.76218
H 4.12133 5.63057 -0.29928
H 3.48932 3.93762 -0.54969
H 2.53469 5.12090 0.35112
H 3.01365 5.89555 -4.58945
H 2.03225 4.42715 -4.42204
H 3.73664 4.41734 -3.89656
C -2.95917 -1.51842 -0.11895
N -1.72220 -1.94072 0.51562
C -1.71787 -3.29562 1.03636
C -0.62833 -1.16262 0.35384
O -0.74997 -0.08411 -0.33025
N 0.56308 -1.47881 0.92296
C 0.71850 -2.28940 2.11878
C 1.73247 -0.71439 0.52380
H -3.73517 -2.22677 0.18434
H -2.86961 -1.50899 -1.21350
H -3.23905 -0.51675 0.22092
H -0.90523 -3.90494 0.62821
H -1.67305 -3.32351 2.13189
H -2.65931 -3.76314 0.74614
H 1.66669 -2.01964 2.59197
H -0.08034 -2.13517 2.85763
H 0.79324 -3.36218 1.88501
H 1.84297 -0.74788 -0.56127
H 1.66877 0.33675 0.84260
H 2.60483 -1.18373 0.98682
*
```

Kohn-Sham gap in eV: 4.3
HOMO in eV: -4.811
ΔE to the lowest compared entry with this formula, charge and spin in eV: 6.527

---

Entry 8:
Entry from OMol25: a molecular structure, C16H26N2O3 at a distorted geometry (wB97M-V/def2-TZVPD).

The geometry in ORCA input format:
```
! wB97M-V def2-TZVPD RIJCOSX def2/J DEFGRID3
* xyz 0 1
C 4.88732 1.02611 -0.71351
C 5.19161 -0.26495 -0.04545
C 4.56010 -1.60851 -0.58933
H 5.18269 -2.44128 -0.24325
C 3.20892 -1.70483 -0.65192
N 2.95418 -1.49824 0.94928
C 3.35716 -2.57112 1.77636
H 2.83756 -2.70312 2.72761
H 2.78030 -3.76668 1.33142
H 4.25564 -2.82435 1.74624
C 1.54017 -1.20231 1.37641
C 0.43126 -2.18882 0.77992
C -0.94811 -1.34198 0.88599
O -1.56845 -1.60308 2.22691
N -1.37708 -0.59203 0.04510
C -2.39542 0.39253 0.17098
C -3.40387 0.51493 1.04734
C -4.46698 1.27264 1.06536
C -4.87198 1.89653 -0.03785
C -3.76141 1.96300 -1.01089
C -2.67765 1.01409 -1.09624
O -1.61475 0.99471 -1.83633
C -1.90498 1.70133 -3.06733
H -0.95112 1.55409 -3.66636
H -1.98961 2.52431 -3.00412
H -2.90538 1.47149 -3.70775
H -3.96072 2.64095 -2.12929
O -5.86447 2.71310 -0.17697
C -6.64224 3.00508 0.77586
H -6.32449 3.38863 1.67752
H -7.30046 1.87469 0.97174
H -7.47793 3.55851 0.26291
H -5.26376 1.21727 1.92029
H -3.22097 -0.18554 1.90660
H -0.74491 -0.37568 -0.74140
H 0.37210 -3.03265 1.49888
H 0.39030 -2.34806 -0.40774
H 1.49132 0.06042 0.86714
H 1.43014 -0.90665 2.32374
H 2.83163 -0.94653 -0.80585
H 2.86509 -2.47526 -0.80007
H 5.10103 -1.52586 -1.49929
H 6.53304 -0.38703 -0.06466
H 5.10773 -0.17009 0.92178
H 5.23670 0.75568 -1.81406
H 3.71001 1.19005 -0.74147
H 5.38075 1.93451 -0.40424
*
```

Kohn-Sham gap in eV: 8.6
HOMO in eV: -8.171
ΔE to the lowest compared entry with this formula, charge and spin in eV: 21.199

---

Entry 9:
Entry from OMol25: C13H18N2O4 in the gas phase at a distorted geometry (wB97M-V/def2-TZVPD).

The geometry in ORCA input format:
```
! wB97M-V def2-TZVPD RIJCOSX def2/J DEFGRID3
* xyz 0 1
C 1.39055 0.71712 -2.61318
C 1.36189 0.18491 -1.16278
O 2.27126 -0.85891 -1.17666
C 1.64052 1.39395 -0.16204
N 2.97505 1.90142 -0.49712
C 1.58196 0.83720 1.22000
O 2.59914 0.46084 1.79957
N 0.38643 0.97132 1.87176
C -0.99862 0.94673 1.44473
C -1.75138 -0.36097 1.64866
C -1.62197 -1.23161 0.39684
C -0.75329 -2.31695 0.54864
C -0.59109 -3.17541 -0.53416
C -1.28685 -2.94884 -1.71253
C -2.05688 -1.80740 -1.86472
C -2.28536 -0.93758 -0.78757
C -1.75260 2.09642 2.18122
O -2.96938 2.17891 2.13556
O -0.99860 2.93851 2.82216
H 2.24063 1.39834 -2.69991
H 1.54300 -0.15158 -3.25411
H 0.44118 1.28405 -2.79410
H 0.27642 -0.09438 -0.90378
H 2.42191 -1.08012 -0.24046
H 0.90602 2.23768 -0.35811
H 3.80149 1.27393 -0.32026
H 3.07614 2.78559 -0.05208
H 0.48067 0.31448 2.71237
H -1.04601 1.24473 0.42037
H -1.44194 -0.89511 2.51564
H -2.81490 -0.02255 1.70358
H -0.10259 -2.36673 1.42329
H -0.01793 -4.09212 -0.36686
H -1.39902 -3.70436 -2.52377
H -2.51704 -1.65772 -2.83716
H -2.89027 -0.08035 -0.84312
H -0.09854 2.61659 2.86008
*
```

Kohn-Sham gap in eV: 9.8
SMILES: C[C@@H](O)[C@H](N)C(=O)N[C@@H](Cc1ccccc1)C(=O)O
HOMO in eV: -9.411
ΔE to the lowest compared entry with this formula, charge and spin in eV: 1.794